{"formula": "C3H3Cl2FO", "method": "ωB97M-V with the def2-TZVPD basis set", "charge": 0, "relative_energy_kj_mol": 379.20, "total_energy_ev": -32964.6408, "species": ["C", "C", "C", "O", "F", "Cl", "Cl", "H", "H", "H"], "coordinates": [[-0.482388, 0.650856, -0.088272], [0.373129, 1.743436, 0.501813], [0.404741, -1.556077, 0.378200], [0.286260, 1.430380, -0.874268], [1.342291, -1.317071, 1.272707], [-0.548401, 3.195078, 0.821646], [-0.949771, -2.447654, 1.104273], [-1.567994, 0.839361, -0.397835], [1.309686, 1.596546, 0.986157], [0.710478, -2.008302, -0.538859]], "forces_ev_per_angstrom": [[0.1924, -1.6598, 0.6352], [-2.6224, -0.8737, -1.2208], [-3.0901, 2.7571, 0.2412], [1.9030, 0.2818, -1.0464], [0.5846, 0.0002, 0.0109], [0.4484, 0.3820, 0.5695], [0.6197, 0.3356, -0.3695], [1.1100, -1.1115, 1.2511], [0.3778, 0.0005, 0.3818], [0.4766, -0.1123, -0.4531]]}

{"formula": "C2H11MgN3S", "method": "ωB97M-V with the def2-TZVPD basis set", "charge": 0, "total_energy_ev": -23004.2096, "species": ["Mg", "N", "C", "C", "N", "H", "H", "H", "H", "H", "H", "H", "H", "N", "H", "H", "H", "S"], "coordinates": [[-0.524408, -1.168036, -1.216544], [-0.266938, -0.912937, 1.135295], [-0.041608, 0.506290, 1.455113], [-0.810930, 1.359016, 0.464656], [-0.261668, 1.180860, -0.895466], [-1.277244, -1.086869, 1.031475], [0.077274, -1.516324, 1.871864], [1.030456, 0.721145, 1.376464], [-0.349448, 0.770314, 2.469288], [-0.817390, 2.401927, 0.785475], [-1.839746, 0.993934, 0.422223], [0.544434, 1.779295, -1.040805], [-0.970555, 1.437284, -1.577033], [1.790280, -1.315686, -1.332592], [2.118874, -2.125117, -0.817523], [2.022514, -0.493392, -0.786553], [2.304268, -1.273332, -2.204878], [-2.728167, -1.258380, -1.140451]], "forces_ev_per_angstrom": [[0.3665, 0.5508, 0.5485], [-0.0170, 0.0666, -0.2116], [-0.0031, -0.0730, -0.0759], [-0.0264, -0.0557, -0.0202], [0.0245, -0.2523, -0.0799], [-0.0134, -0.0431, 0.0362], [0.0520, -0.0368, -0.0430], [0.0173, 0.0071, 0.0598], [-0.0504, -0.0310, 0.0481], [0.0602, 0.0582, -0.0350], [-0.0349, 0.0518, -0.0173], [-0.0339, 0.0510, -0.0005], [-0.0378, -0.0277, 0.0118], [-0.5176, -0.1226, -0.0557], [0.0357, -0.0031, -0.0104], [0.0387, -0.0107, -0.0012], [-0.0080, 0.0001, -0.0128], [0.1476, -0.1295, -0.1410]]}

{"formula": "C5H6N", "method": "ωB97M-V with the def2-TZVPD basis set", "charge": 1, "relative_energy_kj_mol": 401.67, "total_energy_ev": -6761.0145, "species": ["C", "C", "C", "C", "C", "N", "H", "H", "H", "H", "H", "H"], "coordinates": [[-3.001094, 0.493624, -0.154283], [0.563667, -1.394823, 0.734214], [0.848343, -0.232188, 0.100910], [0.093592, -1.206947, -0.527100], [1.694522, 0.899831, -0.068859], [-1.950484, 0.079573, -0.102185], [-3.799532, 1.194098, -0.049065], [0.651493, -2.011626, 1.545520], [-0.689143, -1.610009, -1.194006], [1.636160, 1.577476, 0.887678], [1.263132, 1.339439, -0.864890], [2.689343, 0.871549, -0.307938]], "forces_ev_per_angstrom": [[-1.0987, 1.7065, 0.4337], [-0.0496, 1.2303, -1.8346], [1.6374, -3.0253, -0.5965], [-1.4287, 0.0969, 0.9775], [-2.0414, 2.2166, 4.2846], [0.8980, -0.9426, -0.1479], [-0.6125, -0.3568, -0.2478], [0.1048, -1.3367, 1.9143], [1.2812, 0.3385, -0.0953], [-0.0245, -1.1175, -1.8090], [-1.3204, 2.5417, -2.6049], [2.6545, -1.3519, -0.2741]]}

{"formula": "C8H11O3P", "method": "ωB97M-V with the def2-TZVPD basis set", "charge": 0, "relative_energy_kj_mol": 276.95, "total_energy_ev": -23902.5202, "species": ["C", "C", "C", "C", "C", "C", "C", "C", "O", "O", "O", "P", "H", "H", "H", "H", "H", "H", "H", "H", "H", "H", "H"], "coordinates": [[-3.435099, 1.036325, 1.397422], [-1.213973, -2.071657, -0.823407], [3.731594, -0.028810, 1.078963], [-2.972526, 0.806407, 0.213182], [-1.619477, -1.207186, 0.066771], [3.200860, 0.703926, 0.124193], [-1.624899, 0.252302, -0.146739], [2.522444, -0.028029, -1.069425], [-0.594832, 0.905480, 0.528017], [-1.166841, 0.618162, -1.511722], [1.129389, 0.057742, -1.029029], [0.201907, 1.364927, -0.864734], [-4.440310, 1.396032, 1.611971], [-2.700230, 1.001735, 2.182338], [-0.877434, -2.996145, -0.452186], [-0.721236, -1.575784, -1.617833], [4.263785, 0.325201, 1.945417], [3.636572, -1.079749, 1.070940], [-3.638625, 0.939546, -0.578812], [-1.838138, -1.437063, 1.034152], [2.716898, 1.690832, -0.021107], [2.684396, -1.180822, -1.126502], [2.755779, 0.506639, -2.011875]], "forces_ev_per_angstrom": [[0.2817, 0.7443, 1.8907], [1.1525, 0.8705, 0.5899], [0.5501, 1.2401, 0.7723], [0.3194, -0.3063, -1.5609], [0.3462, 0.7404, -1.2426], [-2.8064, -1.1625, -2.2236], [-0.5638, 0.8725, -1.5402], [1.0108, -1.1312, -0.3639], [1.0726, 0.9252, 1.1824], [-0.3697, 0.6200, 0.8617], [-1.0143, 0.0818, 0.4230], [-1.2950, -1.5019, 0.0797], [0.2957, -0.1707, -0.1480], [-0.1762, -0.1454, 0.7749], [-0.2425, -1.5206, -0.1979], [0.0119, -0.3566, -1.4981], [-0.2217, 0.5162, 0.2681], [0.2580, -1.1321, -0.5982], [-0.8188, -0.0415, -1.6090], [-0.8441, -0.8988, 2.6309], [1.8028, 0.2872, 1.1803], [0.3931, 2.1438, 0.0170], [0.8578, -0.6744, 0.3116]]}

{"formula": "C45H47N4O2Sb2W", "method": "ωB97M-V with the def2-TZVPD basis set", "spin_multiplicity": 3, "charge": 3, "relative_energy_kj_mol": 0.00, "total_energy_ev": -72359.9564, "species": ["W", "C", "O", "C", "O", "N", "N", "H", "H", "H", "H", "H", "H", "N", "C", "C", "C", "C", "C", "C", "C", "C", "N", "C", "H", "H", "H", "H", "H", "H", "H", "H", "C", "C", "C", "Sb", "C", "C", "C", "C", "C", "C", "C", "C", "C", "C", "C", "C", "Sb", "C", "C", "C", "C", "C", "C", "C", "C", "C", "C", "C", "C", "H", "H", "H", "H", "H", "H", "H", "H", "H", "H", "H", "H", "H", "H", "H", "H", "H", "H", "H", "H", "H", "H", "H", "H", "H", "H", "C", "C", "C", "C", "C", "C", "C", "H", "H", "H", "H", "H", "H", "H"], "coordinates": [[-0.184105, 0.126042, -0.648075], [-3.303522, 2.302275, 3.155282], [-2.020126, 2.283678, 2.466037], [-1.841279, 1.539058, 1.432184], [-0.710292, 1.515459, 0.882407], [-2.819840, 0.794991, 0.901225], [-2.456549, 0.071590, -0.251664], [-3.162128, 2.979086, 3.989197], [-3.533137, 1.301924, 3.520904], [-4.074333, 2.690810, 2.490685], [-3.776347, 0.782197, 1.224669], [-2.962353, 0.418380, -1.079423], [-2.754365, -0.904393, -0.157110], [1.529895, -0.316301, -2.072592], [1.589922, 0.709070, -3.123256], [2.485576, 0.627580, -4.148624], [2.540219, 1.641383, -5.128796], [1.703841, 2.716254, -5.052243], [0.776653, 2.826048, -3.986787], [-0.087295, 3.931709, -3.834236], [-0.930538, 3.992835, -2.756837], [-0.925854, 2.941304, -1.837150], [-0.145728, 1.874677, -1.950724], [0.719282, 1.807842, -3.016540], [1.360361, -1.217337, -2.520387], [2.474505, -0.360995, -1.684368], [3.162896, -0.216181, -4.214170], [3.251254, 1.556363, -5.938524], [1.739100, 3.498245, -5.799537], [-0.068230, 4.726842, -4.569184], [-1.595620, 4.830078, -2.603683], [-1.578811, 2.975468, -0.974844], [1.751990, -3.143878, 1.250635], [2.682945, -2.291985, 2.111956], [3.389832, -1.140115, 1.391450], [2.232968, 0.585178, 0.841683], [3.534155, 1.565336, -0.505462], [3.131467, 2.778063, -1.067923], [3.945089, 3.423306, -1.988066], [5.150006, 2.851265, -2.372975], [5.548983, 1.638952, -1.828468], [4.746597, 0.996089, -0.891465], [2.208999, 1.767557, 2.578069], [2.273274, 1.155577, 3.826974], [2.297360, 1.937778, 4.973597], [2.250239, 3.321159, 4.872345], [2.183872, 3.928511, 3.625456], [2.161674, 3.154448, 2.474316], [-0.150447, -2.226733, 0.947948], [-0.751913, -1.910466, 2.937640], [-0.592060, -0.655065, 3.522962], [-0.903965, -0.461070, 4.862271], [-1.381854, -1.522584, 5.619523], [-1.533782, -2.777667, 5.044179], [-1.214846, -2.976974, 3.708067], [-1.425964, -3.745608, 0.263643], [-0.972722, -4.564850, -0.772024], [-1.816065, -5.524620, -1.312215], [-3.109732, -5.664846, -0.824644], [-3.562281, -4.851923, 0.205000], [-2.721432, -3.889867, 0.750632], [1.528015, -4.084178, 1.754684], [2.189214, -3.385769, 0.279954], [3.465176, -2.948260, 2.501518], [2.143163, -1.934258, 2.992968], [3.872975, -1.514131, 0.486432], [4.175710, -0.718143, 2.020439], [2.189871, 3.237442, -0.784284], [3.644871, 4.379777, -2.396742], [5.785805, 3.358619, -3.086098], [6.496891, 1.202160, -2.112946], [5.106887, 0.074140, -0.451931], [2.321317, 0.077750, 3.925474], [2.369370, 1.464549, 5.943925], [2.279443, 3.928798, 5.766627], [2.164422, 5.007111, 3.547514], [2.136589, 3.645966, 1.509759], [-0.186077, 0.178367, 2.956853], [-0.754970, 0.511376, 5.315042], [-1.623991, -1.378004, 6.663858], [-1.891442, -3.606794, 5.639706], [-1.327655, -3.965597, 3.276462], [0.037230, -4.474843, -1.158904], [-1.466017, -6.170885, -2.105799], [-3.760523, -6.422144, -1.240612], [-4.563205, -4.975444, 0.596524], [-3.075531, -3.277139, 1.574944], [-0.992828, -1.050392, -2.388108], [-2.463921, -1.035008, -2.682691], [-3.054494, 0.096330, -3.261919], [-4.425420, 0.160046, -3.469491], [-5.237691, -0.908295, -3.103019], [-4.662060, -2.041290, -2.548100], [-3.288093, -2.104522, -2.338034], [-0.496298, -0.626802, -3.266763], [-0.672103, -2.095349, -2.299680], [-2.428155, 0.924781, -3.582485], [-4.859439, 1.033907, -3.937228], [-6.303829, -0.865383, -3.276634], [-5.279886, -2.891993, -2.290916], [-2.848749, -3.007453, -1.929243]], "forces_ev_per_angstrom": [[-0.0391, -0.1262, -0.0512], [0.0025, -0.0140, -0.0032], [0.0180, 0.0134, 0.0020], [0.0388, 0.0194, -0.0081], [-0.0454, -0.0511, 0.0345], [-0.0165, -0.0382, 0.0013], [0.0113, -0.0038, 0.1155], [-0.0058, 0.0055, -0.0081], [0.0018, -0.0027, -0.0018], [-0.0030, 0.0035, 0.0094], [0.0089, 0.0011, -0.0067], [-0.0005, 0.0175, 0.0022], [0.0223, 0.0172, -0.0331], [0.0339, 0.0904, -0.0358], [-0.0091, -0.0130, -0.0128], [0.0066, 0.0089, -0.0245], [0.0195, -0.0483, 0.0161], [-0.0418, 0.0146, 0.0298], [0.0342, 0.0325, -0.0415], [-0.0105, 0.0037, -0.0025], [0.0109, -0.0118, -0.0010], [0.0157, -0.0236, -0.0073], [-0.0305, -0.0110, -0.0596], [-0.0039, -0.0116, 0.0548], [-0.0218, 0.0081, 0.0387], [-0.0480, -0.0279, 0.0362], [0.0025, -0.0018, -0.0043], [0.0020, -0.0044, -0.0025], [-0.0012, 0.0094, 0.0009], [-0.0005, 0.0088, -0.0032], [-0.0043, 0.0026, 0.0007], [-0.0074, 0.0001, -0.0028], [-0.0049, 0.0066, -0.0684], [0.0440, 0.0442, 0.0571], [-0.1419, -0.0273, -0.0075], [0.1346, 0.0110, 0.0319], [-0.0122, -0.0403, -0.0313], [0.0526, -0.0013, -0.0163], [-0.0722, 0.0235, 0.0367], [0.0362, -0.0490, 0.0054], [-0.0077, 0.0403, -0.0125], [0.0412, 0.0313, -0.0133], [-0.0557, -0.0564, 0.0068], [0.0420, 0.0251, 0.0045], [0.0026, -0.0131, -0.0039], [-0.0037, -0.0075, 0.0000], [-0.0068, -0.0085, -0.0062], [-0.0036, 0.0208, 0.0066], [-0.0389, 0.1823, 0.0226], [-0.0026, 0.0146, 0.0805], [0.0136, 0.0540, -0.0618], [-0.0205, -0.0377, 0.0192], [0.0053, 0.0244, 0.0044], [0.0083, -0.0188, -0.0217], [-0.0174, -0.0247, -0.0226], [0.1567, -0.0942, -0.1673], [-0.0658, -0.0039, 0.0212], [-0.0026, -0.0248, 0.0094], [-0.0235, -0.0224, 0.0033], [0.0179, 0.0000, 0.0125], [-0.0372, 0.1171, 0.0931], [-0.0210, -0.0244, -0.0207], [0.0513, -0.0085, 0.0275], [0.0067, -0.0061, -0.0170], [0.0141, 0.0029, 0.0166], [-0.0165, 0.0323, -0.0367], [0.0077, -0.0147, 0.0096], [-0.0108, -0.0056, 0.0042], [-0.0032, -0.0013, -0.0019], [0.0069, -0.0019, -0.0020], [0.0032, -0.0069, -0.0004], [-0.0368, -0.0139, 0.0144], [0.0101, 0.0069, -0.0024], [-0.0021, 0.0032, 0.0074], [0.0034, 0.0010, 0.0047], [0.0000, 0.0061, 0.0018], [-0.0100, -0.0077, -0.0084], [-0.0325, -0.0382, 0.0136], [0.0017, 0.0041, 0.0026], [-0.0014, 0.0061, 0.0041], [-0.0037, -0.0022, 0.0029], [0.0063, 0.0207, 0.0204], [0.0099, -0.0007, 0.0176], [0.0169, 0.0032, -0.0035], [-0.0090, 0.0048, -0.0047], [-0.0078, -0.0065, -0.0053], [0.0015, -0.0213, -0.0437], [-0.0120, -0.0397, -0.0219], [-0.0646, 0.0756, 0.0029], [0.0627, 0.0099, -0.0171], [-0.0510, -0.0241, 0.0033], [0.0365, 0.0353, -0.0007], [0.0068, -0.0119, 0.0014], [0.0179, -0.0349, 0.0091], [0.0167, -0.0236, -0.0044], [0.0623, 0.0460, 0.0217], [0.0086, -0.0163, 0.0021], [-0.0079, 0.0044, -0.0073], [-0.0111, 0.0012, 0.0016], [-0.0059, 0.0021, -0.0003], [-0.0214, 0.0121, -0.0060]]}

{"formula": "C5H6IN3O", "method": "ωB97M-V with the def2-TZVPD basis set", "spin_multiplicity": 3, "charge": 0, "relative_energy_kj_mol": 108.74, "total_energy_ev": -19895.7645, "species": ["C", "C", "C", "C", "C", "N", "N", "N", "O", "I", "H", "H", "H", "H", "H", "H"], "coordinates": [[-1.976472, -0.460396, 1.117836], [-1.677351, 0.708176, -1.016013], [-0.803780, -0.185355, 1.766175], [0.897623, -0.896966, 0.195467], [2.277803, -0.466584, -0.191167], [-2.287913, 0.052057, -0.040338], [-0.937579, 1.749609, -0.913339], [0.436506, -0.224316, 1.371556], [0.197539, -1.673540, -0.381336], [-0.283059, 2.700886, -2.586708], [-2.803879, -0.894667, 1.667543], [-2.001744, 0.295072, -1.981259], [2.962468, -0.555772, 0.650747], [2.246708, 0.577088, -0.503776], [2.633871, -1.071737, -1.020359], [1.119258, 0.346445, 1.864972]], "forces_ev_per_angstrom": [[-0.7987, 1.9626, 0.1512], [0.6604, 0.5252, -2.0044], [-0.8941, -1.7636, 1.0990], [-0.0366, 0.7314, 0.7724], [0.1924, -0.1248, -0.1582], [-1.4865, -1.5656, 0.5230], [0.1403, 0.0100, 1.0806], [2.4804, 0.8225, -0.8519], [-0.2614, -0.3508, -0.4026], [-0.1999, -0.2879, -0.0204], [0.0043, 0.0014, 0.1054], [0.3479, 0.1808, -0.1369], [0.0716, 0.0078, 0.0326], [-0.0036, 0.0518, -0.0034], [-0.0243, -0.0347, 0.0519], [-0.1923, -0.1662, -0.2381]]}